Entry 1
# C5H14

A cluster of 2 separate species, C5H14 in total (wB97M-V/def2-TZVPD, OMol25).

Each line ends with the Löwdin charge.
Geometry (Å):
C -1.0308 -0.8803 0.1618  -0.259
C -2.1189 0.1750 0.3175  -0.119
C -1.3380 -1.9804 -0.9059  -0.095
H -0.1183 -0.4016 -0.0782  0.051
H -1.0745 -1.4676 1.1395  0.119
H -3.1192 -0.1974 0.1195  0.073
H -1.3983 -2.9907 -0.5050  0.071
H -2.1868 -1.7773 -1.4688  0.044
H -1.9765 0.8584 -0.4772  0.055
H -2.1785 0.7024 1.1965  0.038
H -0.6239 -2.2152 -1.5825  0.021
C 2.5435 0.6673 0.5353  -0.158
C 1.7566 1.8591 -0.0599  -0.155
H 3.3390 0.9315 1.2390  0.063
H 1.8513 0.2331 1.2354  0.041
H 2.9279 -0.0518 -0.1800  0.061
H 0.9203 1.6750 -0.7133  0.046
H 2.4152 2.4452 -0.7195  0.066
H 1.4100 2.4152 0.7457  0.037

SMILES string: CCC.CC
LUMO in eV: 1.11
Orbital gap in eV: 12.2
Charge: 0

Entry 2
# C5H14

A cluster of 2 separate species, C5H14 in total (wB97M-V/def2-TZVPD, OMol25).

Each line ends with the Löwdin charge.
Geometry (Å):
C 1.9916 1.8450 1.0260  -0.181
C 1.3957 2.2848 -0.3640  -0.175
H 2.0776 2.7845 1.5816  0.053
H 1.2013 1.3134 1.5538  0.045
H 2.9444 1.3198 1.0907  0.057
H 2.2356 2.8043 -0.9100  0.060
H 0.4955 3.0424 -0.0963  0.108
H 0.9866 1.4271 -1.0284  0.041
C -0.7746 -1.7550 0.0468  -0.299
C -2.3476 -1.8525 0.3266  -0.093
C -0.3824 -0.7713 -1.0252  -0.149
H -0.3351 -1.2620 0.9616  0.100
H -0.2269 -2.6734 -0.0053  0.082
H -2.7505 -0.9319 0.2280  0.005
H -2.4206 -2.4337 1.2953  0.089
H 0.4980 -0.2281 -0.8743  -0.006
H 0.0914 -1.1361 -2.0233  0.107
H -2.8121 -2.3193 -0.6038  0.088
H -1.2818 -0.2127 -1.2312  0.068

SMILES string: CCC.CC
LUMO in eV: 1.11
Orbital gap in eV: 11.6
Charge: 0

Which structure wins on stability? entry 1 wins.

Entry 1
# C5H14

A cluster of 2 separate species, C5H14 in total (wB97M-V/def2-TZVPD, OMol25).

Each line ends with the Löwdin charge.
Geometry (Å):
C 0.1309 1.6660 -1.2055  -0.320
C 0.7814 1.1154 0.0918  -0.121
C 0.2511 3.1572 -1.4408  -0.129
H 0.6323 1.0943 -1.9924  0.094
H -0.8969 1.3044 -1.2639  0.096
H 1.7529 1.5295 0.3611  0.068
H 1.2586 3.4263 -1.7774  0.070
H -0.4330 3.5456 -2.1900  0.064
H 0.7879 0.0598 -0.1562  0.047
H 0.2232 1.2710 1.0171  0.065
H 0.1646 3.6985 -0.4969  0.068
C 0.1096 -3.0145 1.3514  -0.163
C -1.2685 -2.4373 0.9431  -0.161
H 0.4528 -2.8246 2.3665  0.058
H 0.0298 -4.0972 1.2691  0.054
H 0.8320 -2.6486 0.6252  0.053
H -2.0426 -2.4153 1.7094  0.058
H -1.1578 -1.3843 0.6769  0.039
H -1.6084 -3.0460 0.1113  0.059

SMILES string: CCC.CC
LUMO in eV: 1.13
Orbital gap in eV: 12.3
Charge: 0

Entry 2
# C5H14

A cluster of 2 separate species, C5H14 in total (wB97M-V/def2-TZVPD, OMol25).

Each line ends with the Löwdin charge.
Geometry (Å):
C 0.1184 2.1370 -0.0705  -0.309
C 0.8915 1.0684 -0.8615  -0.133
C -1.1866 2.5338 -0.7831  -0.135
H -0.2745 1.9013 0.9358  0.097
H 0.9018 2.9153 0.1083  0.103
H 1.0804 1.1483 -1.9389  0.076
H -0.9973 3.4944 -1.3493  0.083
H -1.4827 1.7944 -1.5163  0.057
H 0.4674 0.0859 -0.6699  0.044
H 1.9428 1.0750 -0.5764  0.060
H -2.0589 2.6991 -0.1506  0.058
C 0.7545 -2.5886 0.5715  -0.198
C -0.6435 -2.6667 1.1608  -0.173
H 0.6375 -2.5376 -0.5136  0.058
H 1.4333 -3.4289 0.8205  0.066
H 1.4183 -1.7561 0.8387  0.056
H -1.1393 -3.5825 0.8796  0.056
H -1.2176 -1.7691 0.8494  0.063
H -0.6456 -2.5235 2.2657  0.070

SMILES string: CCC.CC
LUMO in eV: 1.10
Orbital gap in eV: 11.8
Charge: 0

Which structure wins on stability? entry 1 wins.